1.
116
Properties=species:S:1:pos:R:3:forces:R:3 method="wB97M-V/def2-TZVPD" charge=+1 energy_ha=-2594.21146 molar_mass_g_mol=765.9 lumo_energy_ev=-4.666
C 0.354 0.308 4.668 0.27 0.03 0.04
C 0.830 1.778 4.549 0.05 -0.63 0.74
N 0.477 2.458 3.301 -0.42 -0.43 -0.77
C -0.954 2.586 3.098 -0.30 0.16 0.44
C -1.344 4.017 2.601 0.28 -0.50 0.81
C -2.840 4.079 2.424 1.41 0.18 -0.56
C -3.363 3.634 1.228 -0.37 -0.79 -1.34
C -2.455 3.132 0.122 0.78 0.57 -0.19
C -1.844 4.299 -0.697 -0.45 -0.33 -0.53
O -0.676 3.810 -1.366 0.62 0.13 0.88
C 0.348 4.752 -1.335 0.76 1.80 -0.52
C 1.463 4.603 -0.315 -0.71 -0.97 -0.15
O 0.351 5.691 -2.090 -0.51 -0.89 0.30
C -4.739 3.645 1.008 0.06 0.83 0.18
C -5.317 3.120 -0.294 -0.26 -1.64 -1.16
O -5.048 1.999 -0.650 -0.25 1.01 0.61
O -6.129 3.908 -1.095 0.75 0.24 1.40
C -7.486 3.682 -0.929 -1.51 -0.13 -0.16
C -8.082 2.430 -0.943 1.29 -0.01 -0.11
C -9.441 2.336 -0.732 -1.16 -1.53 0.13
N -10.310 3.317 -0.505 1.61 0.24 -0.32
C -9.685 4.497 -0.547 -1.54 1.20 0.25
C -8.351 4.747 -0.742 1.10 0.32 -0.28
C -5.551 4.122 2.040 -0.84 -0.24 -1.13
N -6.936 4.150 1.903 0.10 -0.98 0.59
C -4.975 4.575 3.195 -0.81 0.26 0.61
O -5.830 5.046 4.147 0.86 -0.53 0.22
N -3.651 4.547 3.391 0.20 -0.08 0.22
C -3.097 5.076 4.655 0.29 1.45 0.90
C -2.372 6.424 4.463 -0.48 0.16 -0.03
F -2.306 4.146 5.258 0.07 -0.29 -0.30
C 1.184 1.925 2.159 1.17 0.27 -0.24
C 0.695 0.739 1.330 -0.11 0.27 0.28
O 2.250 2.421 1.868 -0.51 -0.32 0.30
H 1.136 -0.396 4.368 -0.12 0.12 -0.11
H -0.532 0.096 4.062 0.03 0.09 0.15
H 0.124 0.083 5.714 -0.04 -0.01 -0.16
H 0.411 2.334 5.395 -0.05 0.20 -0.33
H 1.912 1.800 4.705 -0.10 0.22 -0.31
H -1.392 1.858 2.403 0.20 0.00 0.08
H -1.435 2.400 4.063 -0.06 0.11 -0.19
H -0.823 4.209 1.665 -0.26 0.03 0.01
H -0.958 4.748 3.311 -0.11 -0.13 -0.03
H -2.968 2.471 -0.571 0.06 -0.01 0.28
H -1.613 2.572 0.532 -0.16 0.01 -0.04
H -2.524 4.620 -1.495 -0.16 0.11 0.34
H -1.626 5.173 -0.070 0.11 -0.11 -0.06
H 2.044 3.723 -0.615 0.09 0.14 0.24
H 1.065 4.390 0.681 0.10 -0.04 -0.12
H 2.087 5.490 -0.275 -0.10 -0.03 -0.24
H -7.492 1.538 -1.117 -0.14 0.02 -0.01
H -9.869 1.334 -0.752 0.05 0.14 0.02
H -10.328 5.366 -0.405 0.07 -0.14 0.02
H -7.975 5.763 -0.729 -0.08 -0.07 0.00
H -7.233 3.248 1.533 -0.32 0.34 -0.37
H -7.407 4.236 2.798 0.07 0.41 -0.08
H -5.709 4.461 4.913 -0.43 0.34 0.26
H -3.896 5.273 5.366 -0.26 -0.32 -0.40
H -2.899 7.182 5.049 0.09 -0.14 0.00
H -1.348 6.394 4.837 -0.05 -0.17 -0.22
H -2.430 6.769 3.428 0.32 -0.15 0.07
H -0.320 0.401 1.546 0.11 0.08 -0.15
H 0.827 1.016 0.281 -0.22 -0.14 0.07
H 1.373 -0.102 1.518 0.03 0.17 0.03
C -1.972 1.540 -4.268 0.04 0.06 -0.19
C -3.446 1.166 -4.178 -0.06 0.04 0.17
C -3.374 -0.351 -4.080 0.07 -0.11 -0.12
O -2.143 -0.661 -3.414 -0.09 0.18 -0.05
C -1.333 0.516 -3.347 -0.03 -0.05 0.22
H -1.760 2.567 -3.973 0.03 -0.02 0.01
H -1.615 1.398 -5.291 0.01 0.02 0.02
H -3.881 1.580 -3.263 -0.03 -0.02 -0.02
H -4.041 1.511 -5.022 0.01 -0.03 -0.01
H -3.349 -0.813 -5.072 -0.08 0.03 -0.02
H -4.207 -0.778 -3.520 0.06 -0.06 0.04
H -1.331 0.866 -2.306 0.09 0.08 -0.02
H -0.310 0.272 -3.633 -0.02 -0.08 0.04
C 4.234 -1.757 -1.519 -0.11 0.19 -0.06
C 5.454 -1.421 -0.676 0.14 -0.24 0.13
C 4.821 -1.030 0.650 -0.11 0.25 0.00
O 3.611 -1.793 0.769 0.00 0.08 -0.14
C 3.316 -2.405 -0.494 0.04 -0.17 0.09
H 4.451 -2.407 -2.366 0.02 -0.01 0.03
H 3.780 -0.838 -1.901 -0.02 -0.04 -0.03
H 6.074 -2.311 -0.547 0.03 0.13 -0.05
H 6.076 -0.632 -1.097 -0.01 0.00 0.01
H 4.555 0.033 0.667 0.06 0.02 0.02
H 5.468 -1.239 1.503 -0.08 -0.05 0.04
H 3.517 -3.478 -0.405 -0.04 -0.01 -0.08
H 2.259 -2.268 -0.728 -0.02 0.01 0.09
C 6.771 -6.324 -1.447 -0.07 0.05 -0.19
C 8.266 -6.210 -1.191 0.04 0.00 0.23
C 8.568 -4.814 -1.710 0.04 0.08 -0.21
O 7.383 -4.031 -1.506 -0.05 -0.30 0.02
C 6.300 -4.907 -1.162 0.08 0.09 0.20
H 6.276 -7.070 -0.830 0.00 -0.01 -0.03
H 6.592 -6.576 -2.494 -0.04 -0.06 0.04
H 8.465 -6.262 -0.117 0.03 -0.01 -0.02
H 8.856 -6.983 -1.682 -0.02 0.02 -0.03
H 8.784 -4.828 -2.783 0.07 -0.04 0.01
H 9.406 -4.344 -1.193 -0.05 0.09 -0.01
H 6.080 -4.769 -0.096 -0.09 -0.05 -0.01
H 5.412 -4.635 -1.737 0.05 0.08 -0.02
C 4.989 -11.515 -2.417 0.04 -0.06 0.19
C 3.759 -10.620 -2.486 -0.08 0.01 -0.18
C 4.323 -9.282 -2.033 0.09 0.06 0.16
O 5.694 -9.253 -2.444 -0.11 -0.18 0.00
C 6.090 -10.565 -2.863 0.02 0.07 -0.19
H 4.920 -12.406 -3.039 0.01 0.02 -0.02
H 5.162 -11.831 -1.386 0.01 -0.02 -0.02
H 3.409 -10.549 -3.519 -0.02 0.01 0.02
H 2.930 -10.962 -1.868 0.02 0.01 0.02
H 4.293 -9.187 -0.942 -0.10 0.00 0.00
H 3.795 -8.432 -2.470 0.08 0.04 -0.01
H 6.190 -10.557 -3.953 0.03 -0.08 0.00
H 7.059 -10.808 -2.427 0.01 0.09 0.02

=====

2.
9
Properties=species:S:1:pos:R:3:forces:R:3 method="wB97M-V/def2-TZVPD" smiles="N#CCOC=O" energy_ha=-321.32336 molar_mass_g_mol=85.1 lumo_energy_ev=0.609
N -2.809 0.957 0.215 0.39 -0.32 -0.95
C -1.873 0.421 -0.197 -0.56 0.54 0.94
C -0.595 -0.287 -0.130 -0.10 -0.17 0.17
O 0.478 0.569 -0.522 0.08 -0.04 0.07
C 1.644 0.129 -0.011 0.18 -0.36 0.23
O 1.754 -0.880 0.632 0.14 0.45 -0.27
H -0.548 -1.234 -0.672 -0.21 0.21 -0.02
H -0.514 -0.491 0.939 0.21 -0.29 -0.09
H 2.463 0.816 -0.253 -0.13 -0.01 -0.08

=====

3.
51
Properties=species:S:1:pos:R:3:forces:R:3 method="wB97M-V/def2-TZVPD" charge=+1 energy_ha=-2348.10915 molar_mass_g_mol=703.1 lumo_energy_ev="-7.508 / -7.506"
Pt 1.267 1.268 0.420 0.01 1.42 0.66
C -0.655 -1.264 3.168 -0.04 -0.26 0.10
C -0.323 -0.356 2.027 -0.43 -0.62 0.65
N 0.941 -0.175 1.673 2.00 -1.03 0.20
O 1.931 -0.934 2.139 -3.19 0.66 -0.27
B 3.291 -0.323 1.939 1.11 1.82 -0.91
F 3.181 1.019 2.298 0.07 -0.20 0.48
F 4.231 -1.009 2.559 -0.04 -0.64 0.10
O 3.640 -0.257 0.409 0.30 -0.70 0.34
N 2.968 0.652 -0.236 -0.14 0.63 -0.87
C 3.417 1.340 -1.255 0.41 -0.98 0.79
C 4.788 1.143 -1.778 0.22 -0.11 0.10
C 2.459 2.283 -1.837 -1.23 0.63 0.27
N 1.386 2.409 -1.101 0.75 0.21 -1.26
O 0.261 3.033 -1.482 0.13 0.26 -0.04
B -0.897 2.915 -0.499 0.60 -0.04 -0.09
F -1.678 3.979 -0.613 -0.17 0.18 -0.15
F -0.323 2.782 0.838 0.27 -0.71 0.30
O -1.740 1.702 -0.674 -0.74 -0.41 0.10
N -1.394 0.467 -0.129 0.68 0.58 -0.58
C -1.364 0.327 1.345 -0.69 -0.18 0.21
C -2.624 0.727 2.016 0.22 0.26 -0.07
C 2.660 2.988 -3.125 -0.23 0.07 -0.06
H 0.264 -1.566 3.666 -0.06 0.06 0.05
H -1.141 -2.165 2.780 -0.02 -0.04 -0.04
H -1.326 -0.793 3.883 0.00 0.09 0.02
H 5.345 0.497 -1.100 -0.01 0.05 -0.09
H 5.300 2.101 -1.864 -0.01 0.05 0.00
H 4.771 0.682 -2.765 -0.05 -0.05 -0.05
H -3.178 1.401 1.366 -0.04 -0.06 -0.03
H -2.395 1.255 2.943 0.10 -0.09 0.08
H -3.263 -0.124 2.271 0.11 -0.11 -0.05
H 3.594 2.712 -3.600 -0.01 -0.06 0.00
H 2.648 4.067 -2.965 0.03 0.05 0.08
H 1.821 2.778 -3.791 0.03 -0.08 -0.05
O -1.679 -4.243 1.345 -0.19 -0.33 0.41
S -1.450 -4.291 -0.070 0.93 1.89 0.00
O -1.467 -5.517 -0.767 -0.08 -0.27 -0.45
N -0.056 -3.393 -0.368 0.42 -1.58 0.15
C -0.282 -2.146 -0.569 -1.94 -0.75 0.21
O 0.489 -1.184 -0.777 0.76 0.84 -0.16
C -1.770 -1.853 -0.580 0.16 0.58 -0.19
C -2.326 -0.584 -0.547 -0.49 -1.09 -0.02
C -3.687 -0.434 -0.766 -0.19 0.35 0.13
C -4.467 -1.569 -0.956 0.13 0.40 0.04
C -3.931 -2.849 -0.835 0.24 -0.44 -0.04
C -2.569 -2.977 -0.663 0.22 0.21 0.26
H -0.463 0.094 -0.524 0.39 -0.59 -0.22
H -4.124 0.551 -0.799 -0.13 0.11 -0.03
H -5.519 -1.448 -1.163 -0.09 0.02 0.00
H -4.563 -3.723 -0.888 -0.10 -0.02 0.00

=====

4.
56
Properties=species:S:1:pos:R:3:forces:R:3 method="wB97M-V/def2-TZVPD" s2=2.03 energy_ha=-3415.57218 spin_multiplicity=3 molar_mass_g_mol=550.5 lumo_energy_ev="0.149 / 0.118"
Ti 0.216 -0.936 0.756 0.52 0.10 -0.66
C 4.782 0.800 2.243 0.04 0.22 0.11
C 4.494 -0.506 1.610 0.64 -0.25 -0.40
N 3.370 -1.132 1.639 0.26 -0.16 0.72
C 3.412 -2.300 0.943 0.87 -0.15 -0.37
C 4.616 -2.580 0.359 -0.09 0.21 0.13
S 5.743 -1.326 0.678 -0.67 -0.06 0.29
C 2.231 -3.143 0.790 0.60 -0.90 0.24
C 2.220 -4.486 0.991 -0.55 0.17 -0.20
S 0.702 -5.170 0.519 0.16 1.17 -0.10
C 0.164 -3.579 0.046 0.95 -0.25 -0.20
N 1.068 -2.617 0.288 -0.11 -2.79 -0.84
C -1.047 -3.360 -0.788 -0.27 0.01 0.07
H 4.125 0.943 3.098 0.02 0.01 0.02
H 4.586 1.604 1.532 0.00 0.02 0.05
H 5.824 0.863 2.556 -0.02 0.01 0.05
H 4.876 -3.426 -0.244 0.00 -0.21 -0.17
H 3.002 -5.094 1.396 0.19 -0.07 0.13
H -1.187 -4.203 -1.466 0.01 -0.01 -0.02
H -0.897 -2.439 -1.365 -0.17 -0.26 0.11
H -1.952 -3.245 -0.185 0.09 0.04 -0.14
C -5.025 2.918 -4.503 -0.03 -0.01 -0.06
C -4.214 2.257 -3.431 -0.01 -0.04 0.08
C -4.301 2.689 -2.112 0.06 -0.10 -0.05
C -3.530 2.103 -1.123 0.01 0.02 0.16
C -2.681 1.061 -1.450 0.31 -0.10 0.42
C -2.605 0.592 -2.750 0.08 -0.15 -0.03
C -3.367 1.193 -3.735 -0.03 0.01 0.16
S -1.535 0.461 -0.211 -0.89 0.92 -0.84
O -1.196 1.585 0.636 -0.59 -0.01 -0.18
O -0.384 -0.070 -1.003 -0.75 0.27 -0.92
N -1.954 -0.828 0.594 0.09 0.50 -0.71
C -2.452 -0.694 1.937 -0.31 0.07 0.89
C -1.433 -1.350 2.918 -1.86 0.01 0.93
O -1.768 -1.692 4.031 0.03 0.16 -0.22
O -0.244 -1.474 2.431 -0.06 -0.81 1.58
H -5.526 3.803 -4.119 -0.07 0.04 -0.01
H -5.779 2.232 -4.887 -0.07 0.00 -0.04
H -4.399 3.219 -5.341 0.05 0.01 -0.05
H -4.960 3.509 -1.863 -0.03 0.06 0.03
H -3.552 2.466 -0.108 -0.02 0.10 0.09
H -1.926 -0.217 -2.973 0.06 -0.03 -0.13
H -3.291 0.843 -4.754 0.00 -0.04 -0.12
H -3.433 -1.178 2.052 0.32 0.15 0.09
H -2.538 0.367 2.234 -0.06 -0.35 0.07
C 2.339 3.098 1.140 -0.07 0.05 -0.06
C 2.521 2.317 -0.004 -0.05 -0.18 0.00
C 2.072 1.021 -0.024 0.60 0.27 -0.65
N 1.443 0.445 1.039 0.60 1.55 -0.16
C 1.307 1.194 2.167 0.19 0.41 1.00
C 1.717 2.500 2.242 0.01 -0.18 -0.13
H 2.672 4.122 1.162 0.03 0.13 0.06
H 3.030 2.720 -0.866 -0.02 -0.02 -0.12
H 2.207 0.377 -0.895 0.00 0.27 0.17
H 0.873 0.680 3.024 0.03 0.21 -0.22
H 1.560 3.060 3.151 -0.02 -0.04 0.14